Computed, not measured: a molecular structure, C32H88F2N9O12PbS2 at a distorted geometry, with ωB97M-V/def2-TZVPD.

Each line ends with the Löwdin charge.
CARTESIAN COORDINATES (ANGSTROEM)
H  0.9328  -3.4209  -6.4288  0.097
N  1.2035  1.2579  -4.6043  -0.048
C  -3.6369  -0.3066  1.9337  -0.050
H  4.0721  1.3541  -4.2977  0.085
C  -4.8866  -0.2132  -3.6411  -0.445
F  -0.8990  1.2446  -2.8364  -0.290
C  3.5765  -3.1216  -2.2784  -0.091
H  -1.7659  2.1493  0.5793  0.009
H  1.6207  -1.2559  -5.3903  0.132
H  1.8218  -1.9491  4.6540  0.130
H  -3.9206  2.2699  -0.8670  0.106
H  -2.5114  1.5535  -6.2035  0.072
C  4.7123  0.8218  -1.0532  -0.036
O  -1.2668  -5.7418  2.3647  -0.190
C  5.8409  5.3680  3.5012  -0.068
H  3.8441  -3.3896  -3.3080  0.097
H  -3.8289  0.0932  4.0405  0.146
H  4.2879  3.0018  3.5385  0.121
N  -2.1445  0.9862  3.3090  0.041
N  -5.2646  -1.1233  -4.7369  0.046
H  -2.8649  -0.6053  1.2195  0.050
H  4.7547  2.2687  -3.1931  0.099
C  -4.7552  -0.9549  -2.3247  -0.044
H  5.0945  -1.2833  5.8055  0.065
H  -0.3002  -6.4704  0.6691  0.131
H  -3.9629  -1.7110  -2.3693  0.082
C  -3.0856  2.2575  -5.5872  -0.114
H  0.8272  -4.9471  -0.7910  0.066
C  0.1979  0.3713  -5.3057  -0.376
H  0.1306  -3.5235  -4.7997  0.095
C  -0.6311  -4.3978  0.5628  -0.420
H  0.9971  2.2045  -4.9571  0.063
C  -3.1822  3.6265  0.6318  -0.446
H  4.0171  -4.1166  4.4211  0.088
H  -1.7915  -3.9873  4.2924  0.078
H  0.1167  1.8611  -6.8914  0.086
H  -6.1365  -1.5945  -4.4970  0.074
H  -3.5113  -4.2347  4.7883  0.091
Pb  1.5963  2.4297  -2.3042  1.534
H  -2.3979  -7.4885  2.2369  0.091
H  3.7353  -4.7199  6.0987  0.091
C  0.0415  -3.1729  -5.8312  -0.099
H  -3.5401  2.9965  -6.2434  0.098
H  -1.9402  -6.9095  3.9044  0.086
H  -0.8891  0.4598  -7.1524  0.083
H  0.5853  -1.3628  -4.0074  0.107
H  -0.7119  -3.7749  -6.3416  0.099
H  -4.2676  5.4536  0.9900  0.080
H  -5.6608  -1.5080  -2.0851  0.082
C  3.3673  -4.0738  5.3047  -0.102
H  -1.8386  -1.2271  4.7495  0.123
H  -5.6852  0.5453  -3.5133  0.134
H  5.0857  -0.0076  4.7525  0.056
H  -6.1534  4.5081  -2.4781  0.094
O  -1.9333  0.7291  -0.8487  -0.232
O  -0.0594  0.2566  1.3501  -0.230
H  -2.6696  5.6861  0.2134  0.083
H  5.9611  6.2689  4.0987  0.076
N  4.6963  -0.3694  5.6159  0.042
C  1.7379  3.5423  2.7836  -0.087
O  2.9350  3.5401  2.0118  -0.187
N  3.6602  5.3144  4.5961  0.042
H  -5.7352  2.7839  -2.4881  0.082
H  2.5571  -0.5712  -2.4976  0.104
H  2.6545  5.3230  4.4162  0.046
O  1.0986  -1.5861  0.2176  -0.192
C  0.5741  -1.0621  -5.0664  -0.237
O  -4.1361  1.6047  -4.9534  -0.176
C  2.8955  -1.8178  4.8637  -0.227
H  3.9934  5.8564  2.5560  0.139
C  3.2159  -0.4899  5.4603  -0.420
C  2.7729  0.7279  4.6729  -0.081
H  -4.3594  -1.1269  1.9013  0.090
H  4.9696  3.4302  2.0927  0.123
C  -1.7874  -3.4088  0.5451  -0.046
C  -3.2395  5.1071  0.9434  -0.055
O  3.3256  -2.7618  5.8226  -0.198
N  4.0472  1.5396  -3.2961  -0.028
C  -3.0605  -0.1700  3.3127  -0.411
H  -4.0988  0.6066  1.5642  0.073
H  0.8764  0.3216  -7.3591  0.096
H  -2.1933  -3.5376  1.5617  0.078
H  4.0389  -3.8476  -1.6129  0.101
C  -3.6766  3.3418  -0.7689  -0.238
H  2.8308  -0.3824  6.4765  0.143
C  4.1205  3.7282  2.7197  -0.245
H  1.8769  2.8958  3.6522  0.069
H  4.9601  -0.0495  -0.4486  0.102
H  2.3651  -4.4102  5.0366  0.084
H  -1.8190  1.1976  4.2496  0.074
C  0.0781  0.7760  -6.7689  -0.030
C  -1.6470  -7.0035  2.8596  -0.100
C  -1.0794  -5.7579  0.9858  -0.242
H  2.1187  1.1456  -5.0435  0.070
C  -3.7035  0.6351  -4.0168  -0.217
H  -1.2997  0.8726  2.7559  0.017
H  1.3571  4.5543  2.9811  0.090
H  -2.5581  -3.1167  5.7118  0.089
H  2.9592  1.6144  5.2781  0.084
H  3.7584  -1.0972  -3.7567  0.134
O  -4.8476  4.0663  -1.0140  -0.162
F  2.1739  0.4031  0.7474  -0.156
C  4.5029  0.3696  -2.4820  -0.414
H  0.1646  -3.9981  1.2056  0.134
H  -4.5945  3.9954  -3.0667  0.086
C  3.6165  -0.8186  -2.6982  -0.224
O  -3.1710  -2.4985  3.8485  -0.196
H  0.8861  3.1129  2.2377  0.070
H  1.6938  0.6686  4.4754  0.078
C  -2.2906  -1.3934  3.7629  -0.215
H  -1.5266  -2.3696  0.3757  0.040
O  4.0368  -1.8688  -1.8718  -0.157
H  -2.9271  -0.0100  -4.4594  0.130
H  3.7950  1.2415  -0.6187  0.039
H  5.4975  0.1718  -2.9015  0.155
H  -4.4843  -0.2298  -1.5547  0.064
H  -3.3430  1.1683  -3.1308  0.100
N  -1.8287  3.1308  0.8178  0.056
H  -3.8993  3.1352  1.3071  0.138
H  6.3636  5.4880  2.5514  0.078
H  3.2693  0.8484  3.7051  0.070
H  -2.4477  2.7725  -4.8544  0.085
N  -0.0813  -4.4698  -0.8325  0.037
C  -5.3517  3.7916  -2.2912  -0.104
H  -5.5671  -0.5776  -5.5461  0.074
H  5.4819  1.5878  -0.9686  0.094
H  -1.5177  -1.6021  3.0045  0.117
C  4.3543  5.1110  3.2865  -0.436
S  -0.8410  0.1999  -1.5593  0.431
H  2.4905  -3.2594  -2.1810  0.081
H  -2.7884  5.2937  1.9227  0.078
S  0.7947  -0.2222  0.3321  0.494
H  -0.7557  -7.6534  2.9217  0.092
H  3.7998  6.2919  4.8598  0.073
H  -1.5838  3.2167  1.7970  0.058
C  -2.6911  -3.5227  4.7008  -0.099
N  0.6124  0.6653  -1.1047  -0.466
O  -0.8604  -1.0672  -2.1711  -0.203
H  3.4709  -1.9942  3.9405  0.128
H  -2.6108  -3.6928  -0.1113  0.093
H  6.2979  4.5295  4.0311  0.085
O  -0.2885  -1.8267  -5.8421  -0.154
H  -1.9948  -6.0235  0.4417  0.138
H  0.2028  -3.5348  -1.1155  0.022
H  -2.8630  3.5057  -1.5016  0.125
H  -0.7575  0.5450  -4.8070  0.099

Properties
Maximum force in eV Å⁻¹: 4.3
E_HOMO in eV: -10.54
Charge: +1
Orbital gap in Eh: 0.20477
LUMO energy in eV: -4.966
Energy above the lowest of the compared OMol25 structures with the same formula, charge and spin in kcal/mol: 54.1
2S+1: 1